{"formula": "C23H34F2N4O8S2", "method": "ωB97M-V/def2-TZVPD", "symbols": ["C", "C", "C", "F", "C", "S", "O", "O", "F", "C", "O", "O", "C", "C", "C", "C", "N", "C", "O", "C", "O", "C", "C", "O", "C", "S", "N", "C", "O", "H", "H", "H", "H", "H", "H", "H", "H", "H", "H", "H", "H", "H", "H", "H", "H", "H", "H", "H", "H", "H", "H", "H", "H", "C", "C", "C", "N", "C", "H", "H", "H", "H", "H", "C", "C", "C", "N", "C", "H", "H", "H", "H", "H"], "positions_angstrom": [[3.356, 1.774, -0.780], [3.454, 0.185, -0.604], [2.289, -0.584, -1.370], [2.923, -1.545, -2.202], [1.167, -1.183, -0.420], [1.894, -2.685, 0.354], [1.555, -2.683, 1.780], [1.258, -3.872, -0.213], [3.519, -2.736, 0.279], [0.918, 0.074, 0.566], [1.328, 0.261, 1.659], [0.130, 0.925, -0.226], [-0.871, 0.256, -1.092], [-0.876, 0.921, -2.518], [-1.261, 2.453, -2.544], [-0.132, 3.430, -1.992], [-0.684, 4.034, -0.727], [-2.207, 0.635, -0.353], [-3.288, 0.126, -1.174], [-4.244, -0.564, -0.380], [-5.518, -0.665, -1.035], [-6.573, -0.688, -0.061], [-7.188, 0.778, 0.188], [-6.341, 1.823, -0.303], [-0.344, -1.258, -0.961], [-0.138, -1.918, -2.727], [-1.262, -2.284, -0.422], [-1.390, -2.262, 0.814], [-1.535, -2.067, 1.946], [2.600, 2.233, -0.092], [3.168, 1.986, -1.869], [4.380, 2.193, -0.550], [3.582, -0.128, 0.464], [4.421, -0.094, -1.123], [1.844, 0.181, -2.075], [-1.674, 0.384, -3.112], [0.114, 0.843, -3.062], [-1.380, 2.721, -3.641], [-2.264, 2.687, -2.085], [0.800, 2.874, -1.664], [0.110, 4.275, -2.688], [-0.101, 4.820, -0.429], [-0.695, 3.337, 0.022], [-2.286, 0.206, 0.695], [-2.338, 1.750, -0.204], [-3.898, -1.635, -0.217], [-4.442, -0.032, 0.602], [-6.247, -1.170, 0.911], [-7.448, -1.315, -0.415], [-8.190, 0.880, -0.329], [-7.383, 0.928, 1.284], [-6.401, 1.804, -1.273], [-0.740, -3.151, -2.723], [-2.163, 0.725, 6.021], [-3.015, 1.205, 4.995], [-2.574, 0.665, 3.814], [-1.486, -0.119, 4.087], [-1.232, -0.091, 5.430], [-2.225, 0.952, 7.074], [-3.857, 1.870, 5.109], [-2.940, 0.771, 2.804], [-0.957, -0.635, 3.406], [-0.412, -0.653, 5.848], [6.359, -2.366, -0.973], [7.251, -2.165, 0.112], [8.509, -2.020, -0.414], [8.412, -2.131, -1.775], [7.104, -2.336, -2.124], [5.294, -2.514, -0.917], [6.998, -2.129, 1.161], [9.462, -1.850, 0.060], [9.181, -2.070, -2.419], [6.817, -2.445, -3.158]], "forces_ev_per_angstrom": [[0.626, -0.927, 0.219], [0.563, 0.410, -0.580], [0.819, 1.328, -0.897], [-0.982, 0.326, 1.014], [0.587, 2.349, 0.498], [-3.406, -4.038, 3.832], [1.465, 1.553, -1.796], [2.185, 2.045, -1.176], [-2.272, 0.577, -0.527], [-0.413, -0.920, -1.543], [-0.369, 0.562, -0.511], [0.826, -0.194, 1.397], [0.755, 0.888, 1.371], [-0.530, 0.279, -0.309], [0.709, 0.438, -1.031], [-0.652, -0.364, 1.728], [0.324, 0.273, -0.487], [-0.796, -0.832, 0.126], [-0.308, 0.039, 0.988], [-0.781, -0.597, 0.653], [0.281, 0.151, 0.663], [-1.110, 0.187, 0.377], [-0.361, -0.225, -0.270], [-0.342, -0.477, 0.177], [0.212, -2.391, -3.729], [-0.145, -0.198, -0.565], [0.358, 0.781, 2.390], [0.262, 1.295, -0.995], [-0.269, -0.972, -0.148], [0.600, -0.279, -0.826], [-0.081, -0.014, 1.137], [-1.204, -0.344, -0.091], [-0.299, 0.367, -0.910], [-1.232, -0.006, 0.504], [0.177, -1.071, 0.793], [1.085, 0.411, 0.672], [-1.105, -0.273, 0.744], [0.033, -0.558, 1.139], [1.207, -0.271, -0.286], [-0.826, 0.420, -1.164], [-0.238, -0.963, 0.522], [-0.232, -0.450, 0.019], [0.224, 0.339, -0.327], [0.471, 0.215, -1.199], [0.502, -1.186, -0.461], [-0.145, 1.158, 0.026], [0.623, -0.459, -0.977], [-0.115, 0.613, -1.004], [1.300, 0.472, -0.001], [0.965, -0.390, 0.540], [0.415, 0.029, -1.029], [0.186, -0.079, 0.538], [0.282, 0.812, 0.708], [0.104, -0.087, 0.084], [-0.117, 0.056, -0.129], [0.089, -0.041, -0.048], [-0.047, 0.113, 0.172], [0.055, 0.023, -0.052], [0.002, -0.023, -0.064], [0.050, -0.040, -0.016], [-0.022, 0.041, 0.081], [-0.021, 0.034, 0.158], [-0.049, 0.052, -0.012], [-0.008, 0.029, -0.184], [0.134, 0.055, 0.080], [0.076, -0.009, 0.021], [-0.064, 0.039, 0.047], [0.018, -0.014, -0.070], [0.129, -0.015, -0.099], [0.023, -0.010, -0.059], [-0.073, -0.022, -0.003], [-0.090, -0.004, 0.077], [-0.017, -0.015, 0.076]], "smiles": "CC[C@@H](F)[C@@]1(S(=O)(=O)F)C(=O)O[C@](CCCN)(COCOCCO)[C@]1(S)N=C=O.c1cc[nH]c1.c1cc[nH]c1", "lumo_ev": -0.319, "e_tot_ha": -2713.64860, "largest_force_ev_per_a": 6.53}